Entry 1:
ORCA calculation (ωB97M-V with the def2-TZVPD basis set) on C3H8IOZn as an isolated structure.

Results
F_max   16.21 eV/Å
Charge   +1
Energy relative to the best compared isomer or geometry (same formula, charge and spin)   5.087 eV
LUMO energy   -0.2802 hartree
Multiplicity   1
Calculated total energy   -61793.011 eV

Atoms and positions in Å:
1 Zn -3.1653 -5.2876 5.8213
2 I -4.1518 -5.5598 4.2099
3 C -1.5997 -7.4035 1.6965
4 C -3.0608 -7.8194 1.9013
5 C -3.5039 -8.6553 3.0738
6 O -3.8633 -6.6495 1.8680
7 H -1.4919 -6.6214 2.4479
8 H -1.2868 -6.9803 0.7420
9 H -0.9094 -8.2038 1.9632
10 H -3.2447 -8.4611 1.0396
11 H -3.0323 -8.4603 4.0370
12 H -3.0896 -9.6459 2.8865
13 H -4.5874 -8.7598 3.1290
14 H -3.9598 -6.3562 2.7770

Forces on atoms 1 to 6 (eV/Å):
Zn 8.3 2.4 13.7
I -9.1 0.9 -7.9
C 0.1 0.0 1.9
C 0.3 -0.3 -1.4
C 1.5 -1.5 0.2
O -0.4 -0.1 -2.4

Entry 2:
ORCA calculation (ωB97M-V with the def2-TZVPD basis set) on one molecule with the formula C3H8N2.

Results
F_max   3.89 eV/Å
Energy relative to the best compared isomer or geometry (same formula, charge and spin)   2.665 eV
LUMO energy   0.0386 hartree
Multiplicity   1
SMILES string   CC(C)=NN
Calculated total energy   -6219.181 eV

Atoms and positions in Å:
1 C 1.5137 0.2206 1.0017
2 C 0.3361 0.1030 -0.0075
3 C -0.8580 -0.7066 0.4603
4 N 0.3987 0.6756 -1.1068
5 N -0.7009 0.4077 -1.8682
6 H 2.3988 0.7036 0.6257
7 H 1.0825 0.6502 1.8209
8 H 1.6512 -0.7201 1.5674
9 H -1.1572 -1.4370 -0.2315
10 H -1.6790 0.0024 0.5432
11 H -0.6125 -1.1776 1.3476
12 H -0.7242 1.0288 -2.7269
13 H -1.6490 0.2494 -1.4261

Forces on atoms 1 to 6 (eV/Å):
C -1.3 -2.0 -1.6
C 1.8 -1.4 3.1
C 0.7 2.1 -1.0
N -0.4 0.4 -1.2
N -1.8 1.1 -2.9
H 0.2 0.0 0.0

Entry 3:
ORCA calculation (ωB97M-V with the def2-TZVPD basis set) on one molecule with the formula C3H8N2.

Results
F_max   2.82 eV/Å
Energy relative to the best compared isomer or geometry (same formula, charge and spin)   2.338 eV
LUMO energy   0.0355 hartree
Multiplicity   1
SMILES string   CC/N=C\N
Calculated total energy   -6219.509 eV

Atoms and positions in Å:
1 C 0.0852 0.4540 -1.5951
2 C 0.9533 -0.4793 -0.6028
3 N 1.0007 -0.0200 0.7315
4 C 0.0828 -0.0156 1.5912
5 N -1.2499 -0.3325 1.3550
6 H 0.1112 1.4320 -1.0947
7 H -1.0300 0.3181 -1.5940
8 H 0.4286 0.8204 -2.5866
9 H 1.9924 -0.3739 -0.9061
10 H 0.8432 -1.6413 -0.7353
11 H 0.2757 0.1527 2.6494
12 H -1.7992 0.0215 0.5320
13 H -1.6939 -0.3360 2.2555

Forces on atoms 1 to 6 (eV/Å):
C -0.7 1.0 1.4
C 0.0 -0.8 -2.7
N 0.7 0.1 1.9
C -0.6 -0.5 -1.7
N -0.6 0.3 -0.2
H 0.2 0.0 0.3

Entry 4:
ORCA calculation (ωB97M-V with the def2-TZVPD basis set) on one molecule with the formula C3H8N2.

Results
F_max   5.42 eV/Å
Energy relative to the best compared isomer or geometry (same formula, charge and spin)   2.000 eV
LUMO energy   0.0406 hartree
Multiplicity   1
SMILES string   [H]/N=C/NCC
Calculated total energy   -6219.847 eV

Atoms and positions in Å:
1 H -0.9939 1.8940 3.0801
2 N -0.7134 1.8570 2.1003
3 C -0.4888 0.6132 1.6277
4 N -0.3080 0.5148 0.1916
5 C 0.5724 -0.6286 -0.2970
6 C 0.2401 -0.7807 -1.8519
7 H -0.5381 -0.3511 2.1310
8 H -0.0187 1.3296 -0.3181
9 H 0.3400 -1.5274 0.2609
10 H 1.6095 -0.5203 -0.3102
11 H -0.8273 -0.5029 -1.9618
12 H 0.3243 -1.8165 -2.2070
13 H 0.8020 -0.0811 -2.4456

Forces on atoms 1 to 6 (eV/Å):
H 0.2 -0.5 -0.1
N 0.7 -4.0 -1.3
C -0.7 5.2 -1.5
N 1.7 -2.5 2.1
C -3.0 0.3 -2.1
C -1.5 -0.4 1.6

Entry 5:
ORCA calculation (ωB97M-V with the def2-TZVPD basis set) on a 2-piece molecular cluster, C3H8N2 overall.

Results
F_max   1.34 eV/Å
Charge   +1
Energy relative to the best compared isomer or geometry (same formula, charge and spin)   1.685 eV
LUMO energy (alpha / beta)   -0.1385 / -0.2694 hartree
Multiplicity   2
Calculated total energy   -6211.721 eV

Atoms and positions in Å:
1 C 1.0304 -1.8064 -0.1818
2 N 1.1838 -1.4784 1.0178
3 H 0.7448 -0.9942 -0.8548
4 H 1.0153 -2.8201 -0.5649
5 H 1.4448 -2.1856 1.7003
6 C -1.7979 0.4730 -0.4832
7 C -0.9052 1.5365 -0.4073
8 N 0.3078 1.4600 0.0134
9 H -1.5319 -0.5670 -0.3363
10 H -2.8169 0.7318 -0.7254
11 H -1.1237 2.5107 -0.8391
12 H 0.6540 0.6599 0.5538
13 H 0.8426 2.3181 0.0198

Forces on atoms 1 to 6 (eV/Å):
C -0.7 -0.2 0.1
N 0.2 1.2 0.5
H 0.2 -0.3 -0.4
H 0.4 -0.2 -0.2
H -0.1 -0.3 -0.3
C -0.6 0.0 0.0

Entry 6:
ORCA calculation (ωB97M-V with the def2-TZVPD basis set) on one molecule with the formula C3H8N2O.

Results
F_max   3.78 eV/Å
Energy relative to the best compared isomer or geometry (same formula, charge and spin)   2.620 eV
LUMO energy   0.0305 hartree
Multiplicity   1
SMILES string   [H]/N=C(/N)COC
Calculated total energy   -8266.706 eV

Atoms and positions in Å:
1 H 0.6016 1.9396 0.2020
2 N 1.4985 1.5683 0.0152
3 C 1.3778 0.3319 0.1627
4 N 2.4619 -0.4782 -0.0295
5 C 0.0422 -0.3442 0.1786
6 O -1.0074 0.5903 -0.1333
7 C -2.3224 0.0456 -0.0367
8 H 2.2265 -1.5532 -0.1870
9 H 3.3093 -0.0763 -0.5675
10 H 0.0436 -1.1522 -0.6780
11 H -0.3435 -0.8067 1.1236
12 H -2.2946 -0.9285 -0.5423
13 H -2.9249 0.8866 -0.6161
14 H -2.6686 -0.0229 1.1082

Forces on atoms 1 to 6 (eV/Å):
H -1.1 1.1 0.0
N 0.9 0.9 0.5
C 0.3 -0.5 -1.4
N 1.3 -3.4 -1.1
C -2.6 -1.6 -0.6
O 0.9 0.0 0.1

Entry 7:
ORCA calculation (ωB97M-V with the def2-TZVPD basis set) on one molecule with the formula C3H8N2O.

Results
F_max   5.94 eV/Å
Energy relative to the best compared isomer or geometry (same formula, charge and spin)   3.686 eV
LUMO energy   0.0274 hartree
Multiplicity   1
SMILES string   [H]/N=C(\NC)OC
Calculated total energy   -8265.640 eV

Atoms and positions in Å:
1 H -0.4422 2.4030 -0.1117
2 N -0.8773 1.5017 0.1292
3 C -0.0898 0.4896 0.0443
4 N 1.3037 0.4788 -0.0528
5 C 2.1290 -0.6926 0.0320
6 O -0.5237 -0.8166 0.0782
7 C -1.9873 -0.7815 -0.1077
8 H 1.6129 1.5244 -0.5986
9 H 3.1446 -0.3872 -0.6169
10 H 1.4952 -1.6590 -0.4909
11 H 2.1495 -0.9658 1.2492
12 H -2.4033 -0.5361 0.8687
13 H -2.2676 -0.0409 -0.9379
14 H -2.3957 -1.7619 -0.3340

Forces on atoms 1 to 6 (eV/Å):
H 0.1 -0.7 0.5
N 0.6 -0.5 -0.8
C 1.1 -0.3 0.2
N -0.4 5.4 -2.4
C -0.1 -1.9 -0.4
O -1.9 1.5 -0.5

Entry 8:
ORCA calculation (ωB97M-V with the def2-TZVPD basis set) on one molecule with the formula C3H8N2O.

Results
F_max   4.68 eV/Å
Energy relative to the best compared isomer or geometry (same formula, charge and spin)   1.810 eV
LUMO energy   0.0302 hartree
Multiplicity   1
SMILES string   NCCNC=O
Calculated total energy   -8267.516 eV

Atoms and positions in Å:
1 N -0.1532 0.6370 -1.7260
2 C -0.8739 0.8329 -0.4557
3 C -0.9253 -0.4509 0.3900
4 N 0.4530 -0.8339 0.8291
5 C 1.5594 -0.2264 1.3302
6 O 1.7153 0.9341 1.2245
7 H -0.3772 -0.1142 -2.3533
8 H 0.7396 1.0224 -1.7941
9 H -0.3022 1.6476 0.0183
10 H -1.8859 1.1301 -0.6487
11 H -1.3365 -1.2601 -0.1951
12 H -1.5421 -0.5623 1.2758
13 H 0.6720 -1.7829 0.4201
14 H 2.2570 -0.9733 1.6850

Forces on atoms 1 to 6 (eV/Å):
N -1.9 -0.2 0.6
C 0.9 -0.3 -0.6
C 1.9 0.6 0.5
N -0.9 -4.4 -1.5
C -1.8 -1.6 -1.8
O 1.2 3.4 1.0

Repeat the second record exactly.
ORCA calculation (ωB97M-V with the def2-TZVPD basis set) on one molecule with the formula C3H8N2.

Results
F_max   3.89 eV/Å
Energy relative to the best compared isomer or geometry (same formula, charge and spin)   2.665 eV
LUMO energy   0.0386 hartree
Multiplicity   1
SMILES string   CC(C)=NN
Calculated total energy   -6219.181 eV

Atoms and positions in Å:
1 C 1.5137 0.2206 1.0017
2 C 0.3361 0.1030 -0.0075
3 C -0.8580 -0.7066 0.4603
4 N 0.3987 0.6756 -1.1068
5 N -0.7009 0.4077 -1.8682
6 H 2.3988 0.7036 0.6257
7 H 1.0825 0.6502 1.8209
8 H 1.6512 -0.7201 1.5674
9 H -1.1572 -1.4370 -0.2315
10 H -1.6790 0.0024 0.5432
11 H -0.6125 -1.1776 1.3476
12 H -0.7242 1.0288 -2.7269
13 H -1.6490 0.2494 -1.4261

Forces on atoms 1 to 6 (eV/Å):
C -1.3 -2.0 -1.6
C 1.8 -1.4 3.1
C 0.7 2.1 -1.0
N -0.4 0.4 -1.2
N -1.8 1.1 -2.9
H 0.2 0.0 0.0

- Which formula does entry 8 have?
  C3H8N2O

- Which of these has the lowest F_max?
  number 5

- The highest F_max belongs to which entry?
  C3H8IOZn